i:
{"formula": "C5H8N2O", "method": "ωB97M-V/def2-TZVPD", "species": ["C", "C", "C", "C", "C", "H", "H", "H", "H", "H", "H", "H", "H", "N", "N", "O"], "xyz": [[-2.6444, 0.5953, 0.6211], [-0.3668, -0.0954, 0.3175], [1.3238, 0.5938, -0.8925], [2.1095, 0.0841, 0.2941], [1.5781, -0.9359, -0.4325], [-3.4622, 0.1959, 1.1469], [-2.8957, 0.3532, -0.4813], [-2.3129, 1.8239, 0.7185], [1.8649, 1.0834, -1.6432], [1.2288, 0.5661, 1.1109], [3.1963, 0.2744, 0.2623], [1.7873, -1.8676, -0.9825], [-0.3207, -2.0359, -0.7363], [-0.0183, 1.0256, -0.3067], [0.3723, -1.2804, 0.0370], [-1.4400, -0.3804, 0.9665]], "gap_ev": 9.1, "lumo_ev": 0.59}


ii:
{"formula": "C5H8N2O", "method": "ωB97M-V/def2-TZVPD", "species": ["C", "C", "C", "N", "C", "N", "O", "C", "H", "H", "H", "H", "H", "H", "H", "H"], "xyz": [[-2.4874, -0.0883, 0.0300], [-1.0496, 0.1299, 0.0106], [-0.3417, 1.3272, -0.1077], [0.9583, 1.1898, -0.0893], [1.2405, -0.1202, -0.1063], [2.4721, -0.6515, -0.2038], [3.2786, 0.4368, 0.0446], [-0.0094, -0.9284, -0.0686], [-3.0367, 0.8789, -0.0071], [-2.7833, -0.6187, 0.9207], [-2.8791, -0.6601, -0.8480], [-0.7724, 2.3325, -0.1978], [2.6681, -1.3716, 0.5203], [2.7588, 1.2204, 0.4304], [-0.0427, -1.4730, -1.1018], [0.0258, -1.6036, 0.7739]], "gap_ev": 8.6, "lumo_ev": 0.75}


iii:
{"formula": "C5H8N2O", "method": "ωB97M-V/def2-TZVPD", "species": ["H", "N", "C", "C", "N", "C", "C", "C", "O", "H", "H", "H", "H", "H", "H", "H"], "xyz": [[-1.6514, 0.7630, 2.5037], [-1.5194, 1.5899, 1.9166], [-0.7634, 1.4235, 0.9317], [0.0541, 0.0575, 0.6373], [0.1892, -0.7528, 1.7019], [0.2492, -0.2317, -0.6565], [-0.0422, 0.5579, -1.8871], [0.9982, -1.6244, -0.8928], [1.2219, -2.4876, -0.0596], [-0.5603, 2.2895, 0.3060], [0.3783, -0.3421, 2.6026], [0.5376, -1.6877, 1.4951], [0.8295, 0.5758, -2.5407], [-0.3131, 1.5860, -1.6641], [-0.8665, 0.1019, -2.4376], [1.2581, -1.8189, -1.9566]], "gap_ev": 9.0, "lumo_ev": 0.31}


iv:
{"formula": "C5H8N2O", "method": "ωB97M-V/def2-TZVPD", "species": ["C", "C", "O", "C", "N", "C", "C", "N", "H", "H", "H", "H", "H", "H", "H", "H"], "xyz": [[1.6216, -1.5996, 0.0229], [0.5671, -0.6063, -0.1742], [-0.7970, -0.9922, -0.1282], [-1.6014, 0.0920, -0.0270], [-2.9113, -0.1621, -0.0353], [-0.8387, 1.1915, 0.0178], [0.5310, 0.7639, -0.0275], [1.6062, 1.6258, -0.1218], [1.5431, -2.5814, -0.6015], [1.5469, -2.0108, 1.0671], [2.6379, -1.3087, -0.0307], [-3.3603, -0.2278, 0.8226], [-3.4882, 0.1450, -0.8586], [-1.2457, 2.1532, -0.0155], [2.4746, 1.1739, -0.4844], [1.7142, 2.3436, 0.5743]], "gap_ev": 8.5, "lumo_ev": 0.99}


Stability check: which of them is least stable? i.


i:
{"formula": "C5H8N2O", "method": "ωB97M-V/def2-TZVPD", "species": ["O", "N", "C", "N", "C", "C", "C", "C", "H", "H", "H", "H", "H", "H", "H", "H"], "xyz": [[-0.5006, 1.7709, 1.6770], [-0.5077, 0.5328, 0.9032], [-1.3678, 0.9100, -0.2142], [-1.1510, 0.2261, -1.3097], [-0.1203, -0.7803, -0.8013], [1.2310, -1.5294, -1.2294], [1.5688, -1.2645, 0.3157], [0.6381, -0.0131, 0.2333], [-1.2254, 1.7332, 2.4780], [-1.7914, 2.0952, -0.1170], [-0.8058, -1.5092, -0.3624], [1.9280, -0.8231, -1.7413], [1.1740, -2.4446, -1.8852], [2.6163, -1.1018, 0.5338], [0.9343, -2.1636, 0.8068], [1.0863, 0.7977, -0.1079]], "gap_ev": 9.9, "lumo_ev": 0.76}


ii:
{"formula": "C5H8N2O", "method": "ωB97M-V/def2-TZVPD", "species": ["C", "C", "C", "C", "C", "N", "N", "O", "H", "H", "H", "H", "H", "H", "H", "H"], "xyz": [[0.7963, -1.1418, 2.1964], [-0.6097, 0.4291, 0.9839], [-0.0021, -0.0193, -0.3114], [0.8750, 1.1286, -0.8659], [-1.0839, -0.3641, -1.2462], [1.0365, -1.5926, 1.0615], [0.9602, -1.1158, -0.0785], [0.6471, -1.2985, 3.3787], [-1.5123, -0.1186, 1.2207], [-0.7221, 1.4908, 1.1022], [1.5086, 0.8001, -1.7561], [1.6346, 1.2624, -0.0481], [0.3309, 2.0205, -1.0488], [-0.4519, -0.9546, -1.9783], [-1.5860, 0.4770, -1.7525], [-1.8212, -1.0032, -0.8574]], "gap_ev": [6.9, 8.9], "lumo_ev": [-1.46, -0.52]}


Stability check: which of them is least stable? i.


i:
{"formula": "C5H8N2O", "method": "ωB97M-V/def2-TZVPD", "species": ["H", "N", "C", "C", "C", "C", "O", "C", "N", "H", "H", "H", "H", "H", "H", "H"], "xyz": [[-0.6358, -2.4599, 1.0468], [0.0351, -1.7090, 0.9004], [-0.3219, -0.8136, 0.0955], [-1.6107, -0.7251, -0.6625], [0.6491, 0.3555, -0.1031], [0.2925, 1.4737, 0.8877], [0.5839, 0.8996, -1.4112], [2.0076, -0.1027, 0.1706], [3.0969, -0.4245, 0.2907], [-2.2264, 0.0625, -0.2289], [-2.1536, -1.6670, -0.6107], [-1.4259, -0.4609, -1.7018], [1.0241, 2.2737, 0.8064], [0.2891, 1.0830, 1.9012], [-0.6874, 1.8711, 0.6383], [1.0833, 0.3436, -2.0193]], "gap_ev": 10.9, "lumo_ev": 0.64}


ii:
{"formula": "C5H8N2O", "method": "ωB97M-V/def2-TZVPD", "species": ["H", "N", "C", "C", "O", "C", "C", "N", "C", "H", "H", "H", "H", "H", "H", "H"], "xyz": [[-1.0472, -1.0638, -2.2914], [-1.5393, -0.9611, -1.3826], [-0.4831, -0.4925, -0.7115], [0.5029, 0.1349, -1.4990], [1.8664, -0.3324, -1.2067], [1.3816, 0.8154, -0.4857], [0.7719, 0.6602, 0.7031], [-0.1571, -0.2701, 0.5684], [-1.2005, -0.5305, 1.5746], [0.4138, 0.6300, -2.5232], [2.0988, 1.6120, -0.7344], [0.2003, 1.3876, 1.0985], [1.4689, 0.3918, 1.5938], [-0.8216, -1.4412, 2.3600], [-1.5084, 0.4237, 2.0480], [-1.9473, -0.9640, 0.8881]], "gap_ev": 9.6, "lumo_ev": 0.84}


Stability check: which of them is least stable? ii.